Entry 1:
{"formula": "C8H31BO9", "method": "wB97M-V/def2-TZVPD", "symbols": ["O", "H", "H", "H", "B", "H", "H", "H", "H", "C", "C", "O", "O", "H", "H", "H", "H", "H", "H", "C", "C", "O", "O", "H", "H", "H", "H", "H", "H", "C", "C", "O", "O", "H", "H", "H", "H", "H", "H", "C", "C", "O", "O", "H", "H", "H", "H", "H", "H"], "positions_angstrom": [[12.248, 12.237, 9.903], [13.174, 12.391, 10.101], [12.319, 12.031, 8.968], [11.751, 13.054, 9.989], [12.509, 11.294, 6.121], [13.096, 12.154, 6.404], [12.823, 10.505, 6.786], [11.453, 11.468, 6.261], [12.724, 11.071, 5.088], [9.132, 9.874, 2.267], [9.560, 11.104, 1.413], [9.899, 12.196, 2.209], [10.169, 9.249, 3.070], [8.659, 9.169, 1.583], [8.317, 10.193, 2.917], [8.697, 11.339, 0.791], [10.177, 10.878, 0.543], [10.705, 11.936, 2.660], [10.571, 9.760, 3.777], [17.277, 9.041, 7.836], [17.510, 10.079, 9.005], [16.296, 10.501, 9.691], [16.532, 9.561, 6.741], [16.821, 8.136, 8.238], [18.171, 8.632, 7.364], [17.879, 11.010, 8.575], [18.164, 9.580, 9.720], [15.997, 9.728, 10.176], [15.616, 9.694, 6.995], [12.658, 6.555, 10.487], [11.494, 5.868, 11.132], [11.805, 5.211, 12.395], [13.145, 7.576, 11.399], [12.372, 7.002, 9.535], [13.514, 5.892, 10.367], [11.048, 5.110, 10.487], [10.724, 6.581, 11.428], [12.075, 4.299, 12.269], [13.212, 7.142, 12.252], [16.889, 14.683, 4.015], [15.417, 15.220, 3.786], [14.613, 15.254, 4.987], [17.163, 13.331, 3.635], [17.255, 14.972, 5.000], [17.504, 15.325, 3.384], [14.875, 14.578, 3.092], [15.382, 16.198, 3.307], [14.421, 14.354, 5.261], [17.069, 12.728, 4.376]], "nbo_charge": [-0.734, 0.564, 0.594, 0.561, -0.878, -0.049, -0.043, -0.028, 0.014, -0.082, -0.101, -0.704, -0.753, 0.175, 0.164, 0.169, 0.164, 0.474, 0.494, -0.096, -0.093, -0.740, -0.719, 0.151, 0.191, 0.191, 0.165, 0.464, 0.486, -0.101, -0.097, -0.746, -0.741, 0.201, 0.170, 0.177, 0.190, 0.473, 0.475, -0.102, -0.098, -0.739, -0.719, 0.172, 0.170, 0.181, 0.179, 0.478, 0.477], "relative_energy_kj_mol": 449.7, "total_charge": 0}

Entry 2:
{"formula": "C3H3N3O2", "method": "wB97M-V/def2-TZVPD", "symbols": ["O", "C", "O", "N", "C", "N", "C", "N", "H", "H", "H"], "positions_angstrom": [[-2.241, -1.376, 0.231], [-1.698, -0.319, -0.036], [-2.215, 0.901, -0.223], [-0.208, -0.380, 0.009], [0.585, 0.854, 0.243], [1.916, 0.666, 0.046], [1.990, -0.714, -0.116], [0.753, -1.257, -0.223], [-1.655, 1.580, -0.759], [-0.099, 1.583, 0.877], [2.872, -1.537, -0.048]], "nbo_charge": [-0.506, 0.912, -0.667, -0.278, 0.120, -0.449, 0.114, -0.249, 0.530, 0.225, 0.248], "relative_energy_kj_mol": 361.9, "total_charge": 0}

Entry 3:
{"formula": "C34H46BN4O8Sr", "method": "wB97M-V/def2-TZVPD", "symbols": ["Sr", "O", "C", "C", "N", "C", "C", "O", "O", "C", "C", "O", "O", "H", "H", "H", "H", "H", "H", "H", "H", "H", "C", "C", "C", "C", "C", "C", "C", "C", "C", "H", "H", "H", "H", "H", "H", "H", "H", "H", "H", "H", "H", "C", "C", "C", "C", "C", "N", "C", "O", "N", "C", "C", "C", "C", "N", "C", "C", "C", "H", "H", "H", "H", "H", "H", "H", "H", "H", "H", "H", "H", "H", "C", "C", "C", "O", "B", "O", "C", "C", "C", "H", "H", "H", "H", "H", "H", "H", "H", "H", "H", "H", "H"], "positions_angstrom": [[0.592, 0.638, 0.296], [-1.809, 0.495, -2.500], [-1.936, 1.885, -2.708], [-0.595, 2.619, -2.704], [0.188, 2.453, -1.489], [-0.456, 3.140, -0.366], [-1.762, 2.488, 0.227], [-2.612, 3.282, 0.613], [-1.830, 1.212, 0.266], [1.605, 2.815, -1.683], [2.597, 2.442, -0.531], [2.912, 3.360, 0.226], [2.921, 1.216, -0.445], [-1.895, 0.327, -1.544], [-2.626, 2.332, -1.991], [-2.373, 2.028, -3.700], [-0.803, 3.684, -2.903], [-0.004, 2.249, -3.544], [-0.731, 4.164, -0.637], [0.280, 3.250, 0.436], [1.683, 3.899, -1.834], [1.941, 2.289, -2.578], [-1.141, -3.095, -2.737], [-0.864, -3.272, -1.266], [-1.843, -2.995, -0.320], [-1.575, -3.081, 1.045], [-2.616, -2.675, 2.054], [-0.300, -3.447, 1.458], [0.698, -3.730, 0.534], [2.098, -4.017, 1.004], [0.398, -3.655, -0.822], [-0.865, -2.083, -3.042], [-2.199, -3.232, -2.961], [-0.565, -3.801, -3.338], [-2.830, -2.685, -0.649], [-2.574, -1.591, 2.188], [-2.424, -3.131, 3.024], [-3.622, -2.941, 1.724], [-0.064, -3.439, 2.515], [2.101, -4.684, 1.868], [2.573, -3.084, 1.327], [2.695, -4.470, 0.211], [1.174, -3.865, -1.554], [6.354, -5.332, 4.054], [6.512, -4.619, 2.736], [5.591, -4.776, 1.709], [5.739, -4.123, 0.494], [6.812, -3.262, 0.287], [7.025, -2.575, -0.925], [6.128, -2.110, -1.877], [6.510, -1.900, -3.014], [4.858, -1.893, -1.422], [3.765, -1.407, -2.160], [3.823, -0.998, -3.484], [2.672, -0.485, -4.062], [1.519, -0.377, -3.310], [1.455, -0.770, -2.039], [2.548, -1.289, -1.494], [7.744, -3.102, 1.310], [7.598, -3.778, 2.508], [5.391, -5.838, 4.114], [6.418, -4.629, 4.886], [7.137, -6.080, 4.193], [4.737, -5.427, 1.855], [5.027, -4.297, -0.301], [7.976, -2.499, -1.242], [4.705, -1.968, -0.428], [4.747, -1.064, -4.034], [2.680, -0.156, -5.093], [0.603, 0.026, -3.726], [2.475, -1.595, -0.453], [8.577, -2.425, 1.163], [8.332, -3.631, 3.293], [0.841, -1.254, 6.026], [-0.252, -0.613, 5.173], [-1.602, -0.807, 5.841], [-0.260, -1.296, 3.905], [0.451, -0.579, 2.946], [0.795, 0.675, 3.526], [0.070, 0.848, 4.763], [-1.177, 1.671, 4.440], [0.944, 1.608, 5.747], [0.629, -2.320, 6.116], [0.877, -0.816, 7.027], [1.813, -1.138, 5.544], [-1.738, -1.862, 6.084], [-2.410, -0.502, 5.178], [-1.658, -0.227, 6.766], [-1.797, 1.153, 3.706], [-0.864, 2.618, 4.000], [-1.770, 1.884, 5.332], [1.906, 1.115, 5.880], [0.448, 1.696, 6.717], [1.127, 2.611, 5.359]], "mulliken_charge": [0.935, -0.447, -0.784, -1.041, 0.777, -1.210, 0.520, -0.792, -0.694, -0.326, -0.076, -0.753, -0.538, 0.327, 0.367, 0.441, 0.321, 0.457, 0.298, 0.718, 0.373, 0.414, -1.671, 1.093, -0.695, 0.836, -1.535, -0.703, 0.829, -1.593, -0.416, 0.096, 0.436, 0.436, 0.333, 0.047, 0.375, 0.541, 0.392, 0.539, 0.140, 0.342, 0.231, -1.456, 0.729, -0.585, -0.029, 0.009, -0.055, 0.260, -0.725, 0.052, 0.007, -0.584, -1.176, -0.835, 0.965, -0.475, -0.585, -0.667, 0.334, 0.343, 0.323, 0.291, 0.593, 0.296, 0.291, 0.560, 0.464, 0.425, 0.502, 0.402, 0.365, -2.167, 1.737, -1.996, 0.105, -0.708, 0.079, 1.848, -1.985, -1.968, 0.494, 0.367, 0.359, 0.483, 0.359, 0.347, 0.272, 0.522, 0.309, 0.352, 0.331, 0.480], "relative_energy_kj_mol": 47.6, "total_charge": -1}

Taking the records one at a time from the top gives calculated total energy values of -27893.3473, -11722.2067, -59864.8176 eV.
Taking the records one at a time from the top gives highest occupied orbital energy values of -8.8, -10.0, -3.6 eV.
Taking the records one at a time from the top gives molar mass values of 282.139, 113.076, 737.194 g mol⁻¹.